No. 1
{
  "formula": "C4H14N2P",
  "method": "ωB97M-V/def2-TZVPD",
  "elements": ["C", "P", "C", "C", "N", "C", "N", "H", "H", "H", "H", "H", "H", "H", "H", "H", "H", "H", "H", "H", "H"],
  "xyz": [[-1.646, -1.586, 0.178], [-0.973, -0.175, -0.829], [-2.395, 0.948, -0.453], [0.428, 0.430, 0.355], [1.005, 1.603, -0.023], [1.506, -0.955, 0.260], [2.621, -0.472, -0.550], [-2.438, -1.179, 0.805], [-0.947, -2.276, 0.554], [-2.149, -2.238, -0.653], [-2.404, 1.873, -0.904], [-2.586, 1.010, 0.571], [-3.308, 0.347, -0.725], [0.286, 0.351, 1.478], [0.861, 2.313, 0.647], [0.864, 1.792, -1.008], [1.015, -1.855, -0.115], [1.997, -1.212, 1.175], [3.540, -1.043, -0.533], [2.454, -0.386, -1.505], [2.772, 0.531, -0.369]],
  "forces_ev_per_angstrom": [[-1.751, -0.268, -3.432], [0.313, 0.394, 1.300], [-0.718, -3.142, -0.493], [-0.799, -5.278, 1.681], [1.680, 0.239, -1.205], [-0.956, 1.678, 0.084], [2.947, -1.044, 0.033], [0.371, -0.548, 0.494], [0.816, -0.457, 1.136], [0.444, 1.118, 1.502], [0.005, 1.979, -1.154], [0.286, 0.504, 1.977], [0.788, 0.667, -0.540], [-0.591, 0.594, -1.339], [0.032, 1.273, 0.100], [-0.210, 0.863, 0.329], [0.299, 0.369, -0.438], [-0.285, 0.032, 0.969], [-1.766, 1.212, 0.500], [-1.078, -0.453, -2.510], [0.174, 0.267, 1.006]],
  "homo_ev": -12.495,
  "de_lowest_kj_mol": 197.26,
  "total_charge": 1,
  "orbital_gap_ev": 9.18,
  "smiles": "CP(C)[C@H](N)C[NH3+]"
}

---

No. 2
{
  "formula": "C28H24I2N2O7",
  "method": "ωB97M-V/def2-TZVPD",
  "elements": ["C", "C", "I", "C", "C", "C", "C", "N", "C", "C", "N", "C", "C", "O", "I", "H", "H", "H", "H", "H", "H", "H", "H", "H", "H", "H", "H", "O", "C", "C", "C", "C", "O", "C", "C", "H", "H", "H", "H", "O", "C", "C", "C", "C", "O", "C", "C", "H", "H", "H", "H", "O", "C", "C", "C", "C", "O", "C", "C", "H", "H", "H", "H"],
  "xyz": [[4.823, -0.342, 2.029], [5.479, -1.805, 2.049], [6.427, -2.233, 0.090], [4.543, -3.000, 2.576], [2.991, -2.932, 2.164], [2.447, -4.477, 2.291], [2.841, -2.607, 0.578], [2.806, -2.404, -0.611], [2.037, -2.042, 3.101], [2.660, -1.611, 4.509], [3.436, -1.313, 5.398], [1.425, -0.707, 2.429], [-0.043, -0.889, 1.792], [-1.060, -1.026, 2.543], [-0.367, -0.857, -0.362], [5.699, 0.409, 1.879], [4.184, -0.258, 1.080], [4.300, -0.021, 2.994], [6.379, -1.750, 2.782], [4.727, -3.180, 3.709], [4.956, -3.966, 2.074], [2.261, -4.675, 3.423], [3.190, -5.242, 1.881], [1.408, -4.603, 1.793], [1.113, -2.701, 3.361], [2.091, -0.197, 1.654], [1.300, 0.061, 3.294], [8.104, 2.290, 0.031], [8.431, 1.992, -1.104], [8.458, 3.000, -2.184], [8.815, 2.672, -3.427], [9.199, 1.288, -3.776], [9.526, 0.990, -4.911], [9.172, 0.280, -2.696], [8.815, 0.608, -1.453], [8.174, 4.009, -1.912], [8.839, 3.397, -4.231], [9.456, -0.729, -2.968], [8.791, -0.117, -0.649], [-2.371, -0.189, -2.740], [-3.550, -0.194, -2.433], [-3.990, 0.154, -1.065], [-5.281, 0.147, -0.731], [-6.327, -0.208, -1.713], [-7.506, -0.213, -1.407], [-5.888, -0.556, -3.081], [-4.597, -0.549, -3.415], [-3.212, 0.413, -0.358], [-5.621, 0.398, 0.266], [-6.666, -0.814, -3.788], [-4.257, -0.800, -4.412], [-12.041, 1.278, -1.940], [-11.431, 2.110, -1.294], [-10.037, 1.876, -0.861], [-9.370, 2.787, -0.151], [-9.996, 4.070, 0.232], [-9.386, 4.903, 0.878], [-11.390, 4.305, -0.200], [-12.057, 3.393, -0.910], [-9.592, 0.931, -1.151], [-8.349, 2.632, 0.174], [-11.834, 5.249, 0.090], [-13.078, 3.548, -1.236]],
  "forces_ev_per_angstrom": [[1.252, 0.311, -1.027], [0.193, 0.696, 2.171], [-0.508, 0.176, 0.941], [0.977, -0.694, -1.053], [0.149, -1.788, -0.884], [-0.736, 0.302, 0.758], [0.346, 0.825, -2.657], [0.093, -1.100, 6.103], [-1.441, 0.629, 0.733], [4.242, 0.492, 1.815], [-4.727, -1.615, -4.778], [-0.307, 1.184, 0.207], [-3.095, -0.664, 3.590], [4.732, 0.544, -3.362], [0.274, 0.117, 1.098], [-1.520, -1.257, 0.213], [0.628, 0.034, 1.590], [0.570, -0.828, -1.365], [-1.495, -0.247, -1.450], [-0.800, 0.654, -1.869], [-0.774, 1.666, 0.866], [0.561, 0.227, -1.877], [-1.126, 1.240, 0.495], [1.818, 0.296, 0.635], [1.611, 1.160, -0.339], [-0.764, -1.082, 1.082], [-0.066, -1.288, -1.564], [0.081, -0.086, -0.323], [-0.144, 0.096, 0.466], [0.051, 0.114, -0.337], [-0.110, 0.266, 0.234], [0.134, -0.169, -0.492], [-0.097, 0.105, 0.342], [-0.060, -0.078, 0.335], [0.144, -0.256, -0.200], [-0.003, -0.033, 0.036], [0.013, -0.043, -0.018], [0.005, 0.032, -0.037], [-0.026, 0.048, 0.013], [-0.390, -0.013, -0.016], [0.438, 0.006, -0.092], [-0.229, 0.095, 0.271], [0.294, 0.048, 0.066], [-0.393, -0.011, 0.138], [0.311, 0.037, -0.081], [0.219, -0.059, -0.254], [-0.306, -0.056, -0.122], [-0.017, -0.019, -0.041], [-0.022, -0.013, -0.017], [-0.015, 0.012, 0.044], [0.033, 0.009, 0.025], [0.164, 0.269, 0.189], [-0.222, -0.337, -0.247], [0.280, -0.001, 0.120], [-0.040, -0.273, -0.159], [0.310, 0.303, 0.270], [-0.191, -0.221, -0.185], [-0.314, -0.091, -0.169], [-0.028, 0.332, 0.152], [-0.007, 0.019, 0.005], [-0.014, 0.018, 0.008], [0.048, -0.005, 0.016], [0.011, -0.038, -0.012]],
  "homo_ev": -9.594,
  "orbital_gap_ev": 7.74,
  "smiles": "C[C@H](I)C[C@](C)(C#N)[C@@H](C#N)CC(=O)I.O=C1C=CC(=O)C=C1.O=C1C=CC(=O)C=C1.O=C1C=CC(=O)C=C1"
}

---

No. 3
{
  "formula": "C5H14",
  "method": "ωB97M-V/def2-TZVPD",
  "elements": ["C", "C", "C", "H", "H", "H", "H", "H", "H", "H", "H", "C", "C", "H", "H", "H", "H", "H", "H"],
  "xyz": [[-1.027, -0.301, -1.453], [0.407, 0.003, -1.727], [0.810, 1.335, -1.082], [-1.765, 0.509, -1.352], [-1.023, -0.998, -0.566], [-1.449, -0.998, -2.178], [1.051, -0.813, -1.374], [0.647, 0.149, -2.856], [0.900, 2.178, -1.784], [0.026, 1.596, -0.347], [1.872, 1.431, -0.836], [-0.466, -1.143, 2.008], [0.302, 0.120, 2.046], [-0.184, -1.889, 1.278], [-0.408, -1.693, 2.960], [-1.551, -1.071, 2.002], [1.254, 0.096, 2.579], [-0.202, 0.913, 2.610], [0.627, 0.474, 1.064]],
  "forces_ev_per_angstrom": [[-1.060, -2.407, 0.691], [1.553, 1.470, -2.276], [0.201, 1.032, -0.736], [0.665, -0.040, 0.141], [-0.449, 1.276, -0.314], [0.024, 0.192, -0.481], [-0.214, 0.167, -0.103], [-0.565, -0.644, 1.683], [-1.148, -0.255, -0.432], [1.146, 0.231, 0.029], [-0.207, -0.746, 1.313], [-0.883, -1.855, 1.617], [1.125, 1.418, 0.081], [0.261, 0.121, -0.436], [0.564, 0.128, 0.027], [-0.189, 0.650, -0.759], [0.090, -0.756, 0.153], [-0.323, -0.004, -0.499], [-0.590, 0.023, 0.302]],
  "homo_ev": -10.601,
  "de_lowest_kj_mol": 108.27,
  "orbital_gap_ev": 11.79,
  "smiles": "CCC.CC"
}

---

No. 4
{
  "formula": "C5H8N2",
  "method": "ωB97M-V/def2-TZVPD",
  "elements": ["C", "C", "C", "N", "C", "N", "C", "H", "H", "H", "H", "H", "H", "H", "H"],
  "xyz": [[1.414, -1.207, -1.041], [0.264, -0.557, -0.949], [0.075, 0.773, -0.258], [-0.402, 1.786, -1.175], [-0.713, 0.371, 0.939], [-1.671, 0.439, 1.746], [-0.598, -0.660, 1.927], [1.470, -2.183, -1.512], [2.337, -0.783, -0.651], [-0.665, -1.020, -1.288], [1.036, 1.099, 0.166], [-0.548, 2.672, -0.704], [-1.285, 1.504, -1.587], [0.153, -0.544, 2.706], [-0.868, -1.689, 1.683]],
  "forces_ev_per_angstrom": [[-0.108, 0.094, -0.075], [0.223, -0.154, -0.179], [0.140, -0.106, 0.008], [-0.267, 0.105, 0.092], [-0.154, -0.058, 0.343], [0.402, 0.078, -0.398], [0.150, -0.277, 0.283], [0.017, 0.100, 0.067], [-0.112, -0.046, -0.086], [0.180, 0.078, -0.153], [-0.033, -0.073, -0.206], [-0.041, -0.079, -0.011], [0.029, 0.069, 0.014], [-0.316, 0.027, 0.201], [-0.109, 0.242, 0.100]],
  "homo_ev": -9.423,
  "de_lowest_kj_mol": 292.71,
  "orbital_gap_ev": 10.47,
  "smiles": "C=C[C@@H](N)C1=NC1"
}

---

No. 5
{
  "formula": "C4H9N2O3",
  "method": "ωB97M-V/def2-TZVPD",
  "elements": ["N", "C", "C", "O", "C", "O", "C", "O", "N", "H", "H", "H", "H", "H", "H", "H", "H", "H"],
  "xyz": [[-2.419, 0.479, 0.727], [-1.212, 0.116, 0.383], [-0.959, -0.556, -0.981], [0.131, -1.377, -0.707], [1.074, -0.461, 0.393], [1.700, -1.365, 1.074], [1.855, 0.462, -0.467], [1.034, 1.455, -0.856], [-0.155, 0.117, 1.085], [-3.028, 0.477, -0.065], [-2.924, 0.735, 1.563], [-1.805, -1.372, -1.113], [-0.778, 0.183, -1.815], [1.186, -2.093, 1.473], [2.205, -0.127, -1.321], [2.854, 0.861, 0.029], [1.423, 2.102, -1.439], [-0.183, 0.365, 2.038]],
  "forces_ev_per_angstrom": [[-1.060, 0.205, -0.911], [-1.257, -0.370, -1.516], [-1.498, -1.803, 0.025], [2.266, 2.369, 1.659], [-4.266, -2.706, -1.763], [1.715, -0.312, 1.084], [4.182, 0.030, 0.625], [-2.019, 1.652, -0.208], [2.271, -0.483, -0.041], [-0.597, -0.162, -0.278], [1.006, 0.157, 0.523], [1.045, 2.244, -0.344], [-0.612, -0.813, 0.824], [-0.160, 0.588, -0.537], [0.006, -0.280, 0.207], [-1.973, -0.865, -0.383], [0.455, 0.069, -0.205], [0.494, 0.478, 1.238]],
  "homo_ev": -14.053,
  "de_lowest_kj_mol": 128.74,
  "total_charge": 1,
  "orbital_gap_ev": 10.91,
  "smiles": "[NH2+]=C1CO[C@@](O)(CO)N1"
}

---

No. 6
{
  "formula": "C5H5N3O",
  "method": "ωB97M-V/def2-TZVPD",
  "elements": ["C", "C", "C", "C", "C", "N", "N", "N", "O", "H", "H", "H", "H", "H"],
  "xyz": [[-0.266, -1.023, 2.761], [-0.518, 0.984, -2.112], [0.604, 0.626, -1.445], [-1.172, -0.227, -0.300], [0.649, -0.735, 1.851], [-1.567, 0.462, -1.399], [1.029, -0.605, 0.593], [0.175, -0.108, -0.366], [1.348, -1.122, 2.910], [-0.749, -0.425, 3.500], [-0.638, 1.559, -3.008], [1.636, 0.811, -1.660], [-2.532, 0.539, -1.669], [2.002, -0.735, 0.344]],
  "forces_ev_per_angstrom": [[-0.214, -2.475, 2.592], [0.412, 0.013, -0.093], [-0.033, 0.370, -0.474], [-0.156, -0.509, 0.685], [1.503, 3.060, -1.899], [0.132, 0.029, -0.011], [1.045, -0.691, -2.798], [-0.333, 0.043, 0.136], [-1.765, -0.555, 1.263], [-0.371, 0.565, 0.742], [0.015, 0.052, -0.163], [0.162, 0.091, -0.007], [0.090, -0.006, 0.129], [-0.486, 0.015, -0.102]],
  "homo_ev": [-4.695, -8.851],
  "de_lowest_kj_mol": 363.96,
  "multiplicity": 3,
  "orbital_gap_ev": [5.56, 8.05]
}